No. 1
Molecular formula: C36H34AsClIMgN4O6
Method: DFT, ωB97M-V with the def2-TZVPD basis set

Values from the calculation:
strongest force on any atom: 0.009 hartree/bohr
frontier orbital gap: 5.1 eV
total charge: -1

Last column: Löwdin charge in e.
Positions of all 84 atoms, in Å:
Mg  -1.82017  -2.49334  0.58672  0.190
O  -4.38735  3.30389  -3.97755  0.067
N  -3.81356  2.23660  -4.08975  -0.334
O  -3.47132  1.76758  -5.15821  0.069
C  -3.51064  1.47924  -2.85720  -0.072
C  -3.61233  2.18256  -1.70679  0.071
C  -3.31454  1.57686  -0.45429  -0.125
C  -3.39530  2.27288  0.76855  0.013
C  -3.09288  1.61177  1.92456  -0.013
C  -2.69248  0.26753  1.84803  -0.093
N  -2.59523  -0.38997  0.71518  0.075
C  -2.90787  0.24368  -0.42847  -0.156
C  -2.78858  -0.50104  -1.66049  -0.153
N  -2.35116  -1.77067  -1.54163  0.077
C  -2.25694  -2.51509  -2.62069  -0.124
C  -2.58544  -2.02531  -3.89112  -0.018
C  -2.99403  -0.72783  -4.03709  0.013
C  -3.09983  0.09515  -2.89586  -0.059
H  -3.91574  3.21812  -1.74272  0.131
H  -3.69001  3.31521  0.77349  0.124
H  -3.13575  2.09908  2.88769  0.117
H  -2.44153  -0.28904  2.74373  0.126
H  -1.90125  -3.52866  -2.46404  0.020
H  -2.50144  -2.67760  -4.74925  0.111
H  -3.22902  -0.33720  -5.01245  0.101
C  -0.59179  5.40013  2.16534  -0.056
C  -0.25690  4.02363  1.65713  -0.284
C  -0.20186  3.74967  0.29888  -0.034
C  0.07713  2.47077  -0.17826  -0.312
C  0.16064  2.28103  -1.67298  -0.072
C  0.31097  1.41237  0.71961  -0.286
As  0.44342  -0.36213  -0.18478  1.334
N  0.12375  -1.69441  1.01098  -0.306
C  1.03603  -2.26474  1.88103  -0.415
C  0.56634  -3.24397  2.78461  -0.071
C  1.40116  -3.85142  3.70188  -0.103
C  2.75038  -3.51763  3.77556  -0.134
C  3.23204  -2.55745  2.90102  -0.113
C  2.40074  -1.94126  1.97523  -0.064
C  2.31823  -0.41155  -0.84186  -0.282
C  2.53918  -1.41688  -1.79858  -0.277
C  1.48612  -2.43743  -2.13696  -0.089
C  3.77314  -1.50919  -2.43890  -0.020
C  4.80428  -0.62719  -2.16702  -0.277
C  6.12930  -0.72385  -2.87376  -0.060
C  4.58286  0.34798  -1.20437  -0.028
C  3.37121  0.46842  -0.53028  -0.277
C  3.29333  1.51542  0.55253  -0.042
C  0.25549  1.68212  2.09717  -0.285
C  0.51808  0.63538  3.14391  -0.042
C  -0.01613  2.97683  2.53482  -0.033
H  -0.49896  6.14587  1.37501  0.071
H  0.06641  5.69104  2.98575  0.075
H  -1.61724  5.44331  2.54293  0.075
H  -0.36854  4.55161  -0.41541  0.110
H  -0.01208  3.22736  -2.18763  0.076
H  -0.57316  1.55144  -2.02669  0.050
H  1.13945  1.90184  -1.97781  0.073
H  -0.47682  -3.53261  2.75407  0.066
H  0.98823  -4.60198  4.36651  0.097
H  3.40455  -3.99673  4.49340  0.083
H  4.27947  -2.27493  2.92784  0.093
H  2.82623  -1.20625  1.31009  0.068
H  0.57255  -1.95742  -2.49576  0.048
H  1.20093  -3.03453  -1.26740  0.034
H  1.84417  -3.11766  -2.91000  0.077
H  3.92429  -2.29914  -3.16798  0.109
H  6.14409  -1.56550  -3.56655  0.069
H  6.94726  -0.85798  -2.16265  0.077
H  6.33870  0.18447  -3.44337  0.076
H  5.38736  1.03290  -0.95130  0.112
H  4.29173  1.89975  0.76494  0.075
H  2.88690  1.09742  1.47504  0.064
H  2.65761  2.35767  0.27886  0.075
H  -0.01666  -0.28720  2.93401  0.052
H  0.23177  1.00124  4.13131  0.079
H  1.57776  0.36920  3.18143  0.076
H  -0.04390  3.16516  3.60485  0.115
I  -1.10508  -5.03658  -0.21065  0.114
O  -2.85544  -2.89172  2.42439  -0.413
Cl  -4.24050  -2.94600  1.91944  0.682
O  -4.94427  -1.78451  2.36334  -0.313
O  -4.88002  -4.13397  2.35022  -0.281
O  -4.07950  -2.91462  0.46745  -0.393



No. 2
Molecular formula: C36H34ClCuNO6SSi2
Method: DFT, ωB97M-V with the def2-TZVPD basis set

Values from the calculation:
strongest force on any atom: 0.008 hartree/bohr
energy above the lowest of the compared OMol25 structures with the same formula, charge and spin: 0.032 eV
<S²>: 0.758
spin multiplicity: 2
frontier orbital gap (spin up / spin down): 4.4 / 6.9 eV
total charge: -2

Last column: Mulliken spin population.
Positions of all 82 atoms, in Å:
Cu  0.06518  0.15326  -0.25597  0.410
C  -0.71923  -2.45611  -2.77129  0.016
Si  -0.92560  -1.85634  -0.97998  0.356
C  -2.79450  -1.87826  -0.66521  0.013
C  -0.26009  -3.26666  0.11769  -0.049
C  0.58246  -4.27970  -0.34988  0.042
C  1.09049  -5.25734  0.49545  -0.020
C  0.76066  -5.25408  1.84259  0.032
C  -0.07750  -4.25880  2.33331  -0.025
C  -0.56930  -3.27934  1.48590  0.051
H  -1.17286  -3.43960  -2.91774  0.002
H  0.32605  -2.50396  -3.07127  0.001
H  -1.21029  -1.74958  -3.44203  -0.003
H  -3.26754  -2.74671  -1.13169  0.002
H  -3.25787  -0.97171  -1.05446  0.002
H  -3.00333  -1.90818  0.40223  -0.002
H  0.84687  -4.30584  -1.40018  0.009
H  1.74461  -6.02704  0.10082  -0.001
H  1.15505  -6.01581  2.50549  0.004
H  -0.33863  -4.24190  3.38547  0.000
H  -1.18835  -2.48680  1.89105  -0.004
O  -0.02143  3.14094  4.75761  0.001
S  1.25385  2.82951  4.15253  0.000
O  2.38597  3.58475  4.64286  0.000
N  1.17336  2.84414  2.54402  0.004
C  1.36245  1.63458  2.02582  0.025
O  1.37938  1.35956  0.80902  -0.003
C  1.61880  0.56386  3.06538  -0.004
C  1.85467  -0.78573  2.86710  0.012
C  2.05147  -1.58306  3.98511  0.005
C  2.00379  -1.04054  5.27010  0.001
C  1.76616  0.31524  5.46368  0.000
C  1.58088  1.09112  4.33618  0.002
H  1.85980  -1.19941  1.86748  -0.009
H  2.22818  -2.64304  3.85716  0.001
H  2.15037  -1.68626  6.12848  0.000
H  1.72580  0.74662  6.45509  0.000
C  -3.44777  -3.13891  4.43308  0.002
C  -4.41685  -2.50697  3.47940  -0.001
C  -5.56168  -3.16150  3.06169  -0.001
C  -6.41750  -2.56035  2.15216  0.001
Cl  -7.86043  -3.41749  1.64330  0.000
C  -6.14074  -1.31418  1.63270  0.001
C  -4.99654  -0.63896  2.04021  0.000
C  -4.14708  -1.22388  2.97457  -0.001
O  -3.02019  -0.65198  3.45474  0.000
C  -2.67885  0.67050  3.02391  0.009
C  -2.14437  0.69959  1.57729  -0.005
O  -2.75766  1.33833  0.72422  -0.002
O  -1.06543  0.05251  1.44150  -0.014
H  -3.78308  -4.13537  4.71916  0.000
H  -3.32784  -2.53098  5.33082  0.000
H  -2.46091  -3.21748  3.97549  -0.001
H  -5.78387  -4.15211  3.43732  0.000
H  -6.79575  -0.87369  0.89406  0.000
H  -4.73498  0.30228  1.57975  0.000
H  -1.87848  0.97720  3.69826  -0.002
H  -3.53517  1.33926  3.13551  0.001
C  -2.85499  2.41242  -4.86322  0.006
C  -1.97239  1.50788  -5.43468  0.001
C  -0.87813  1.05389  -4.71065  0.008
C  -0.63375  1.48010  -3.40360  -0.016
C  -1.55079  2.37389  -2.84262  0.011
C  -2.63939  2.84333  -3.56085  0.005
Si  0.83145  0.82460  -2.36722  0.061
C  2.13322  2.21851  -2.43572  -0.019
C  2.05607  3.32480  -1.58466  0.012
C  2.99846  4.34042  -1.63069  -0.001
C  4.06065  4.26947  -2.52255  0.009
C  4.17045  3.17247  -3.36378  0.000
C  3.21587  2.16497  -3.31616  0.028
H  -3.71356  2.76698  -5.42184  0.000
H  -2.13784  1.15368  -6.44587  -0.001
H  -0.19522  0.34869  -5.16949  0.001
H  -1.43130  2.68111  -1.81040  0.011
H  -3.33579  3.52879  -3.09346  0.000
H  1.43450  -0.15983  -3.33595  0.009
H  1.27130  3.37330  -0.84233  0.017
H  2.91641  5.17596  -0.94698  0.000
H  4.80559  5.05668  -2.55019  0.001
H  5.00103  3.10065  -4.05783  -0.001
H  3.31064  1.31481  -3.98215  0.003



No. 3
Molecular formula: C36H34F2O4S2Si
Method: DFT, ωB97M-V with the def2-TZVPD basis set

Values from the calculation:
strongest force on any atom: 0.004 hartree/bohr
energy above the lowest of the compared OMol25 structures with the same formula, charge and spin: 0.000 eV
SMILES string: C[C@@H](F)C[Si@@](S)(CCF)CCCS.O=C1c2ccccc2C(=O)c2ccccc21.O=C1c2ccccc2C(=O)c2ccccc21
frontier orbital gap: 7.7 eV

Last column: Löwdin charge in e.
Positions of all 79 atoms, in Å:
C  -4.19807  -3.63210  4.26917  -0.052
C  -4.37024  -2.72643  3.05951  -0.422
F  -5.40852  -1.81125  3.34374  -0.066
C  -3.12621  -1.95179  2.65301  -0.219
Si  -2.58540  -0.45367  3.66093  0.323
S  -3.10845  -0.51572  5.73570  0.526
C  -0.71750  -0.40447  3.40368  -0.255
C  0.08035  0.60695  4.19763  -0.267
F  0.18235  0.19559  5.52600  -0.082
C  -3.28348  1.19662  3.07220  -0.279
C  -3.83365  1.28171  1.63815  -0.337
C  -5.20584  0.62718  1.45281  -0.587
S  -6.15782  1.61086  0.25205  0.700
H  -4.51425  -3.09526  5.16238  0.059
H  -3.15438  -3.92303  4.39715  0.080
H  -4.79623  -4.53811  4.17903  0.076
H  -4.73545  -3.30337  2.20610  0.133
H  -3.20601  -1.63712  1.60708  0.072
H  -2.28669  -2.65467  2.66885  0.082
H  -2.21595  -1.45641  6.07961  -0.177
H  -0.57878  -0.18754  2.33480  0.087
H  -0.28200  -1.39496  3.57082  0.086
H  -0.38239  1.59771  4.20159  0.106
H  1.10356  0.70439  3.82656  0.098
H  -2.43856  1.89160  3.14852  0.070
H  -4.03300  1.56833  3.77703  0.076
H  -3.11984  0.84175  0.93372  0.104
H  -3.90759  2.33738  1.36156  0.083
H  -5.73934  0.58530  2.39966  0.068
H  -5.11569  -0.38884  1.07723  0.056
H  -7.26022  0.84884  0.26887  -0.152
O  -1.50108  -3.09344  -0.22686  0.091
C  -1.29537  -3.19000  -1.41913  -0.273
C  -0.16286  -2.46685  -2.06198  -0.083
C  0.68319  -1.70580  -1.26301  0.000
C  1.74454  -1.02642  -1.83334  -0.048
C  1.96603  -1.09958  -3.20359  -0.044
C  1.12671  -1.85394  -4.00550  0.004
C  0.06024  -2.54271  -3.43735  -0.081
C  -0.83508  -3.34530  -4.32006  -0.276
O  -0.66373  -3.39034  -5.51855  0.110
C  -1.95153  -4.09463  -3.67003  -0.080
C  -2.78716  -4.87298  -4.46238  0.000
C  -3.82697  -5.58062  -3.88386  -0.055
C  -4.03902  -5.51443  -2.51099  -0.056
C  -3.21217  -4.73821  -1.71742  -0.003
C  -2.16609  -4.02597  -2.29291  -0.082
H  0.49115  -1.66366  -0.19922  0.113
H  2.40715  -0.43214  -1.21836  0.090
H  2.79477  -0.55615  -3.63820  0.108
H  1.27677  -1.92093  -5.07444  0.121
H  -2.60415  -4.90875  -5.52771  0.121
H  -4.47635  -6.18623  -4.50246  0.108
H  -4.85197  -6.06996  -2.06190  0.108
H  -3.35934  -4.66956  -0.64799  0.116
O  6.74686  5.80415  0.13412  0.111
C  6.02834  5.00913  -0.43075  -0.276
C  5.21900  4.01681  0.33625  -0.080
C  5.28011  4.03217  1.72508  0.002
C  4.52795  3.13263  2.46076  -0.051
C  3.70873  2.21436  1.81277  -0.053
C  3.64768  2.19261  0.43033  0.000
C  4.40462  3.08980  -0.31453  -0.079
C  4.33153  3.03479  -1.80371  -0.272
O  3.66198  2.19659  -2.37022  0.097
C  5.11234  4.04811  -2.56897  -0.083
C  5.03275  4.04866  -3.95702  -0.002
C  5.74409  4.98314  -4.68969  -0.055
C  6.53980  5.92087  -4.04047  -0.055
C  6.62601  5.92286  -2.65881  0.000
C  5.91304  4.98755  -1.91790  -0.082
H  5.92132  4.75778  2.20673  0.121
H  4.57634  3.14609  3.54175  0.110
H  3.11837  1.51488  2.39067  0.094
H  3.01568  1.48977  -0.09472  0.100
H  4.40717  3.31104  -4.44092  0.120
H  5.67990  4.98343  -5.76993  0.108
H  7.09344  6.65124  -4.61591  0.108
H  7.24057  6.64068  -2.13278  0.121